No. 1
Density functional theory data (ωB97M-V/def2-TZVPD) for C4H10N2S as an isolated structure at a distorted geometry.

Output
gap between HOMO and LUMO: 9.01 eV
maximum force: 0.102 Eh/bohr
total charge: 0

Each line ends with the natural charge from an NBO analysis.
Positions of all 17 atoms, in Å:
C 0.653 -1.566 0.851  -0.44
C 2.189 -0.613 -0.808  -0.39
C 0.158 0.742 -0.050  0.45
C 1.144 1.910 0.360  -0.64
H 1.121 -2.472 0.412  0.21
H 1.121 -1.286 1.947  0.20
H -0.486 -1.780 1.047  0.24
H 2.421 0.410 -1.417  0.24
H 3.206 -1.048 0.051  0.18
H 1.873 -1.690 -1.573  0.18
H 0.543 2.770 0.376  0.23
H 2.055 2.150 -0.224  0.22
H 1.498 1.379 1.402  0.22
H -1.315 -1.097 -0.802  0.11
N 1.017 -0.395 -0.073  -0.54
N -1.082 1.022 0.011  -0.57
S -2.278 -0.285 -0.182  0.13



No. 2
Density functional theory data (ωB97M-V/def2-TZVPD) for C4H10N2S as an isolated structure at a distorted geometry.

Output
gap between HOMO and LUMO: 9.21 eV
maximum force: 0.120 Eh/bohr
total charge: 0

Each line ends with the natural charge from an NBO analysis.
Positions of all 17 atoms, in Å:
C -3.015 0.798 0.399  -0.80
C -1.075 -0.710 -0.648  -0.06
C 1.810 -1.105 0.535  -0.47
C 1.930 0.893 -0.581  -0.38
H -2.766 0.468 1.540  0.22
H -4.016 1.049 0.265  0.23
H -2.570 1.706 0.143  0.24
H -0.546 -1.817 -0.815  0.22
H 2.587 -2.215 -0.100  0.25
H 2.465 -0.140 1.255  0.21
H 0.473 -1.623 1.183  0.19
H 1.531 1.531 -1.253  0.21
H 2.257 1.355 0.478  0.16
H 2.994 0.476 -0.938  0.19
N -0.252 0.290 -0.432  -0.33
N 1.141 -0.320 -0.557  -0.38
S -2.949 -0.637 -0.474  0.30



No. 3
Density functional theory data (ωB97M-V/def2-TZVPD) for a single C4H10N2S2 molecule at a distorted geometry.

Output
gap between HOMO and LUMO: 8.94 eV
maximum force: 0.109 Eh/bohr
total charge: 0
SMILES string: C/C(=N\S)[C@H](S)CN

Each line ends with the natural charge from an NBO analysis.
Positions of all 18 atoms, in Å:
C 0.279 1.413 1.867  -0.73
C -0.217 0.711 0.481  0.30
C 1.053 -0.070 -0.096  -0.40
C 0.536 -1.430 -0.766  -0.24
H 1.453 1.136 1.735  0.23
H -0.133 2.584 1.837  0.24
H -0.008 0.948 2.901  0.24
H -3.801 -0.275 0.361  0.13
H 1.555 -0.332 0.908  0.23
H 1.091 1.660 -2.027  0.16
H 1.506 -2.088 -1.013  0.19
H -0.014 -2.062 0.033  0.18
H -0.951 -0.394 -1.861  0.38
H -0.419 -2.457 -2.135  0.37
N -1.312 0.203 0.224  -0.67
N -0.073 -1.271 -2.051  -0.84
S -2.717 0.719 0.678  0.26
S 2.172 1.006 -1.076  -0.03



No. 4
Density functional theory data (ωB97M-V/def2-TZVPD) for a 2-piece molecular cluster, C4H10N3 overall at a distorted geometry.

Output
gap between HOMO and LUMO: 11.44 eV
maximum force: 0.020 Eh/bohr
total charge: +1

Each line ends with the natural charge from an NBO analysis.
Positions of all 17 atoms, in Å:
C 2.316 0.968 0.012  -0.30
C 2.111 -0.400 -0.048  0.05
C 1.053 1.517 0.073  0.04
C 0.140 -1.908 -0.010  -0.42
N 0.144 0.531 0.048  -0.31
N -2.815 0.787 -0.019  -1.09
N 0.799 -0.635 -0.025  -0.10
H 3.246 1.498 0.007  0.27
H 2.833 -1.191 -0.108  0.25
H 0.751 2.546 0.126  0.25
H -0.241 -2.131 0.989  0.23
H -0.686 -1.920 -0.719  0.23
H 0.857 -2.680 -0.288  0.25
H -3.212 0.151 -0.707  0.38
H -3.231 0.537 0.873  0.39
H -0.912 0.613 0.046  0.48
H -3.152 1.715 -0.251  0.39



No. 5
Density functional theory data (ωB97M-V/def2-TZVPD) for C4H10N3 as an isolated structure at a distorted geometry.

Output
gap between HOMO and LUMO: 8.54 eV
maximum force: 0.093 Eh/bohr
total charge: +1

Each line ends with the natural charge from an NBO analysis.
Positions of all 17 atoms, in Å:
C 0.210 0.598 -0.996  -0.29
C 0.377 0.496 -2.363  0.64
C -1.301 -0.603 1.594  -0.44
C 0.406 -1.066 0.020  -0.08
N 1.162 1.407 -0.382  -0.82
N 0.541 0.473 -3.537  -0.49
N 0.070 -0.770 1.318  -0.55
H -0.879 0.760 -0.808  0.26
H -1.699 0.401 1.409  0.20
H -1.932 -1.356 1.077  0.22
H -1.556 -0.759 2.590  0.24
H -0.350 -1.753 -0.292  0.21
H 1.483 -1.404 -0.162  0.24
H 1.961 1.787 -0.964  0.41
H 0.582 0.453 -4.541  0.50
H 1.464 1.005 0.521  0.37
H 0.771 -0.348 1.834  0.39



No. 6
Density functional theory data (ωB97M-V/def2-TZVPD) for an isolated ion of composition C4H10N3 and charge +1 at a distorted geometry.

Output
gap between HOMO and LUMO: 9.94 eV
maximum force: 0.077 Eh/bohr
total charge: +1
SMILES string: CC1=NC[NH2+]N1C

Each line ends with the natural charge from an NBO analysis.
Positions of all 17 atoms, in Å:
C 0.101 0.903 -0.025  0.48
C 2.107 -0.081 -0.085  0.01
C -0.936 2.016 0.055  -0.67
C -1.550 -1.004 0.000  -0.42
N 1.367 1.064 -0.091  -0.47
N -0.260 -0.417 0.101  -0.28
N 0.924 -1.216 0.078  -0.41
H 2.629 -0.388 -0.933  0.21
H 2.800 -0.134 0.704  0.22
H -1.149 2.198 -0.994  0.27
H -0.573 2.885 0.758  0.29
H -1.658 1.454 0.694  0.23
H -1.564 -1.644 -0.911  0.21
H -1.952 -1.608 0.878  0.23
H -2.133 -0.200 -0.238  0.24
H 0.826 -1.898 -0.824  0.42
H 1.021 -1.930 0.833  0.44



No. 7
Density functional theory data (ωB97M-V/def2-TZVPD) for a 2-piece molecular cluster, C4H10N3O overall at a distorted geometry.

Output
gap between HOMO and LUMO: 8.94 eV
maximum force: 0.081 Eh/bohr
total charge: +1

Each line ends with the natural charge from an NBO analysis.
Positions of all 18 atoms, in Å:
C -2.586 -1.360 -0.045  0.06
C -1.282 -1.989 0.092  -0.48
C -0.466 0.255 0.044  0.74
C -2.047 2.135 0.012  -0.41
N -2.770 -0.105 -0.087  -0.21
N -1.670 0.725 -0.019  -0.30
N 3.121 -0.164 -0.076  -0.90
O 0.676 0.679 0.106  -0.69
H -3.485 -1.959 -0.111  0.23
H -1.011 -2.338 1.073  0.23
H -0.864 -2.522 -0.742  0.23
H -2.658 2.359 -0.862  0.24
H -2.644 2.323 0.904  0.23
H -1.152 2.751 0.020  0.22
H 3.289 -0.820 -0.841  0.44
H 3.393 -0.592 0.810  0.44
H 3.662 0.691 -0.225  0.44
H 2.058 0.112 -0.029  0.48



No. 8
Density functional theory data (ωB97M-V/def2-TZVPD) for a 2-piece molecular cluster, C4H10N3O overall at a distorted geometry.

Output
gap between HOMO and LUMO (spin up / spin down): 8.75 / 8.75 eV
maximum force: 0.075 Eh/bohr
total charge: +1

Each line ends with the natural charge from an NBO analysis.
Positions of all 18 atoms, in Å:
C -2.093 -0.569 0.552  0.71
C 2.403 -0.119 0.367  0.44
C 3.627 0.705 0.495  -0.73
C -3.833 0.904 -0.671  -0.39
N 0.708 -1.019 -0.902  -0.54
N -2.866 -0.059 -0.168  -0.38
N -1.060 -1.085 1.027  -0.88
O 1.937 -0.451 -0.784  -0.16
H 1.837 -0.438 1.214  0.19
H 4.406 0.293 1.080  0.27
H 3.471 1.727 0.667  0.28
H 3.990 0.818 -0.504  0.26
H -3.775 1.754 -0.008  0.22
H -3.576 1.041 -1.699  0.24
H -4.774 0.595 -0.521  0.23
H 0.605 -1.406 -1.861  0.39
H -0.160 -1.163 -0.130  0.43
H -0.845 -1.527 1.845  0.42